Entry 1:
Molecular formula: C7H12O2S2
Method: DFT, the ωB97M-V functional and the def2-TZVPD basis

Summary:
HOMO-LUMO gap, eV: 8.4
E_HOMO, hartree: -0.297

```
23
Properties=species:S:1:pos:R:3:forces:R:3:nbo_charge:R:1
C -1.380 0.108 1.045 -1.0 0.9 0.2 0.47
C -1.425 -1.407 1.022 -0.7 -0.4 2.2 -0.53
C -1.190 -2.126 -0.244 -0.8 -1.7 0.9 -0.20
C -1.219 -1.683 -1.450 1.1 3.4 -1.6 -0.38
C -0.251 0.805 1.448 -0.2 1.1 0.2 -0.78
C 2.272 0.335 0.259 -0.6 3.6 0.4 -0.75
C -0.237 3.029 -0.115 1.6 -0.4 -1.0 -0.85
O -2.390 0.827 0.867 0.1 -1.0 -0.5 -0.66
O 1.144 2.625 1.981 2.7 1.5 1.2 -1.02
S 1.339 0.372 1.845 0.2 -2.3 -1.1 0.78
S -0.284 2.598 1.610 -1.9 -2.0 -0.5 1.33
H -0.789 -1.744 1.890 -0.3 0.0 -1.0 0.21
H -2.450 -1.662 1.418 0.7 0.2 -0.6 0.26
H 1.094 -1.021 1.575 0.1 1.5 0.7 0.10
H -1.275 -3.182 -0.368 0.2 -1.1 1.6 0.20
H -1.129 -2.355 -2.277 -0.1 0.1 -0.5 0.20
H -1.141 -0.586 -1.548 -0.4 -0.5 -0.8 0.18
H 3.016 -0.335 0.471 1.7 -2.3 -0.3 0.22
H 2.829 1.306 0.092 -1.0 -0.8 0.3 0.24
H 1.516 0.187 -0.501 0.4 -0.5 -0.3 0.24
H 0.847 2.889 -0.349 -0.8 -0.5 0.0 0.23
H -0.270 4.088 -0.214 -0.9 1.0 -0.1 0.23
H -0.873 2.474 -0.815 0.0 0.3 0.5 0.26
```
Forces are in eV/Å.

=====

Entry 2:
Molecular formula: CH5INO
Method: DFT, the ωB97M-V functional and the def2-TZVPD basis

Summary:
HOMO-LUMO gap (spin up / spin down), eV: 7.5 / 7.4
Net charge: +1
E_HOMO (spin up / spin down), hartree: -0.507 / -0.506

```
9
Properties=species:S:1:pos:R:3:forces:R:3:nbo_charge:R:1
C -0.616 0.023 0.350 1.5 -2.8 -2.0 0.37
N 0.611 0.604 -0.328 -2.2 1.3 -4.1 -0.80
O -0.380 -0.497 1.508 1.0 -1.6 0.9 -0.61
I -1.133 -1.757 -1.774 0.4 1.6 1.9 -0.13
H -1.429 0.657 0.470 -1.4 1.4 -0.9 0.22
H 0.528 1.647 -0.144 1.0 -1.3 -0.6 0.47
H 0.618 0.332 -1.470 -0.9 1.2 3.2 0.51
H 1.493 0.201 -0.138 1.3 -0.4 1.5 0.45
H 0.307 -1.211 1.527 -0.7 0.6 0.0 0.52
```
Forces are in eV/Å.

=====

Entry 3:
Molecular formula: C6H8N3P
Method: DFT, the ωB97M-V functional and the def2-TZVPD basis

Summary:
HOMO-LUMO gap (spin up / spin down), eV: 6.8 / 6.8
E_HOMO (spin up / spin down), hartree: -0.285 / -0.286

```
18
Properties=species:S:1:pos:R:3:forces:R:3:nbo_charge:R:1
C 2.771 0.497 3.158 -1.6 -0.4 0.5 0.29
C -0.267 -0.462 1.489 1.3 -1.9 -2.4 -0.12
C 1.000 -2.256 1.468 0.7 -1.6 1.2 0.22
C 0.015 -0.865 0.185 -1.1 1.2 1.6 0.13
C -1.323 1.001 -0.990 -2.2 -1.5 -2.1 -0.60
C -0.534 -0.285 -1.108 1.0 -0.3 1.1 -0.43
N 0.793 -2.003 0.243 0.1 0.0 -1.9 -0.45
N 3.798 0.805 2.742 1.6 0.4 -0.1 -0.72
N 0.357 -1.401 2.326 -0.4 0.9 0.0 -0.72
P 0.267 -1.476 3.994 0.2 0.0 0.3 0.47
H -0.618 0.446 1.828 -1.0 1.4 0.9 0.22
H 1.603 -3.093 1.853 -0.5 0.5 -0.2 0.20
H -0.854 1.779 -0.485 1.1 1.2 1.0 0.21
H -2.262 0.737 -0.448 0.3 0.7 -0.7 0.21
H -1.484 1.366 -2.087 -0.3 -0.5 2.1 0.21
H 0.285 -0.013 -1.738 0.8 -0.5 -0.6 0.21
H -1.099 -1.107 -1.549 -0.1 0.3 -0.4 0.22
H 4.776 0.997 2.787 0.1 0.1 -0.3 0.45
```
Forces are in eV/Å.

=====

Entry 4:
Molecular formula: C40H32B2InN8O24
Method: DFT, the ωB97M-V functional and the def2-TZVPD basis

Summary:
HOMO-LUMO gap, eV: 1.8
Net charge: +1
E_HOMO, hartree: -0.443

```
107
Properties=species:S:1:pos:R:3:forces:R:3:mulliken_charge:R:1
In 7.359 -12.831 19.487 -0.2 -0.3 -0.6 1.10
O 3.292 -11.682 11.638 0.1 0.0 -0.4 -0.45
C 4.294 -12.046 12.161 -0.1 -0.1 0.1 0.62
O 4.408 -12.713 13.280 -0.2 -0.3 0.2 -1.15
B 5.822 -13.058 13.591 0.6 0.6 -0.1 0.81
O 6.568 -12.336 12.522 -0.7 -0.3 -0.1 0.01
C 5.754 -11.798 11.620 1.3 0.1 0.5 0.32
O 6.093 -11.196 10.658 -0.4 0.0 -0.4 -0.50
O 6.057 -14.485 13.559 -0.1 -0.3 -0.6 0.60
C 6.568 -14.897 14.722 -1.1 2.4 -0.2 1.18
O 6.849 -15.990 15.000 0.9 -2.4 0.5 -0.58
C 6.593 -13.650 15.634 0.3 0.2 -0.4 -0.47
O 6.231 -12.612 14.913 -0.4 0.3 -0.3 -0.90
O 6.903 -13.631 16.779 0.3 -0.1 1.1 -0.56
O 2.518 -15.201 13.301 0.2 -1.5 -3.7 -0.50
C 2.360 -14.445 14.158 0.1 -0.2 2.4 0.84
O 2.582 -14.680 15.402 0.0 0.2 0.7 -0.26
B 2.332 -13.484 16.216 0.1 0.6 1.8 1.08
O 1.751 -12.497 15.281 0.0 -0.2 1.3 -0.39
C 1.787 -12.957 14.098 0.4 0.0 0.9 0.65
O 1.508 -12.424 13.114 -1.3 1.4 -2.9 -0.34
O 1.477 -13.725 17.361 0.2 0.1 -1.1 -0.59
C 2.227 -13.692 18.460 0.2 -0.5 -0.9 0.37
O 1.877 -14.018 19.524 -0.5 -0.2 2.0 -0.50
C 3.645 -13.280 18.054 -0.9 0.7 -0.9 0.49
O 3.622 -13.021 16.765 -0.2 -0.2 -0.9 -0.21
O 4.587 -13.120 18.748 1.5 0.0 1.4 -0.53
C 10.161 -16.247 16.083 0.0 0.0 0.4 -0.08
C 9.723 -15.654 17.341 1.1 -0.7 -2.1 0.15
N 9.423 -15.207 18.334 -1.0 1.2 2.2 -0.37
H 9.910 -17.305 16.166 -0.1 0.0 -0.6 0.35
H 11.236 -16.151 15.937 0.0 0.0 0.3 0.37
H 9.694 -15.711 15.262 -0.3 -0.3 -0.1 -0.35
C 9.298 -11.632 12.259 1.2 -0.7 0.6 -0.17
C 9.522 -12.477 13.441 -0.7 1.0 -1.0 0.42
N 9.707 -13.105 14.372 0.1 -1.0 1.0 -0.42
H 10.271 -11.156 12.110 -0.3 0.3 -0.3 0.63
H 8.503 -10.925 12.432 -0.1 0.2 0.0 -0.11
H 9.081 -12.291 11.424 -0.2 0.1 -0.2 -0.23
C 4.529 -17.706 15.978 0.0 -0.6 1.1 0.20
C 4.650 -19.141 16.245 0.2 -0.7 -0.2 -0.06
N 4.758 -20.266 16.468 -0.1 0.6 -0.1 -0.40
H 3.562 -17.425 16.393 -0.1 0.4 -0.4 0.31
H 4.661 -17.464 14.934 -0.1 0.0 -0.2 -0.16
H 5.299 -17.217 16.573 0.0 0.2 -0.2 0.15
C 4.162 -10.660 7.320 -0.5 0.6 -0.9 -0.57
C 2.943 -10.952 8.053 -1.0 -0.3 0.9 0.38
N 1.969 -11.158 8.642 1.0 0.1 -0.6 -0.44
H 4.666 -11.559 6.996 0.3 -0.3 0.3 0.12
H 4.788 -9.952 7.855 0.2 -0.3 0.2 0.19
H 3.861 -10.159 6.391 0.0 0.0 0.1 0.37
C 4.364 -17.995 11.330 -0.8 -0.6 -0.7 -1.05
C 4.708 -16.627 11.417 -0.5 -0.3 0.7 0.79
C 4.993 -15.890 10.275 0.7 -0.1 0.5 -0.39
C 4.947 -16.546 9.077 -0.7 0.1 0.2 -0.13
C 4.414 -17.851 8.950 0.8 -0.3 -0.3 -0.59
C 4.203 -18.596 10.084 -0.2 0.1 0.8 -0.70
N 5.352 -15.872 7.858 0.7 1.4 0.0 1.26
O 5.932 -14.799 7.993 -0.3 -0.5 0.0 -0.50
O 5.092 -16.396 6.812 -0.2 -0.3 -0.5 -0.65
H 4.061 -18.591 12.182 0.4 0.3 0.3 0.49
H 4.696 -16.171 12.399 0.3 0.1 -0.1 0.24
H 5.378 -14.891 10.426 -0.1 0.1 -0.5 0.69
H 4.296 -18.293 7.971 0.0 0.2 -0.1 0.54
H 3.865 -19.620 10.023 0.0 0.0 -0.1 0.47
C 9.055 -12.509 8.321 0.4 0.5 -0.3 -0.09
C 9.957 -13.560 8.488 -0.9 -0.4 0.9 -0.47
C 10.181 -14.482 7.476 0.9 0.0 0.1 -0.31
C 9.556 -14.288 6.276 -0.5 0.4 -0.1 0.12
C 8.763 -13.173 6.048 0.2 0.5 -0.3 -0.40
C 8.564 -12.244 7.059 -0.8 -0.6 -0.4 -0.89
N 9.640 -15.283 5.204 1.0 0.4 1.0 1.01
O 10.686 -15.875 5.088 0.3 -0.4 -0.1 -0.58
O 8.654 -15.421 4.546 -1.1 -0.3 -1.0 -0.57
H 8.800 -11.845 9.136 0.1 0.0 0.1 0.46
H 10.308 -13.755 9.497 0.4 0.0 -0.2 0.42
H 10.910 -15.275 7.585 -0.2 -0.2 0.1 0.61
H 8.385 -12.976 5.054 -0.2 -0.2 0.0 0.43
H 7.873 -11.443 6.837 0.2 0.3 0.3 0.43
C 6.050 -6.893 12.400 -0.2 0.0 0.3 -0.62
C 5.776 -8.175 12.837 0.3 0.3 -0.2 -0.80
C 6.704 -8.825 13.645 -1.6 -0.8 -0.1 0.63
C 7.792 -8.153 14.117 1.4 0.1 -1.1 -0.36
C 8.135 -6.907 13.619 -0.5 0.7 0.7 -0.69
C 7.221 -6.268 12.809 -0.2 0.5 -0.4 -0.49
N 8.787 -8.872 14.917 -0.6 -0.2 0.5 1.04
O 8.340 -9.749 15.635 0.2 -0.2 0.1 -0.52
O 9.950 -8.557 14.832 0.2 0.1 -0.1 -0.59
H 5.325 -6.375 11.787 0.1 0.1 0.0 0.44
H 4.840 -8.635 12.553 0.1 -0.3 -0.1 0.49
H 6.489 -9.862 13.872 0.3 0.1 0.5 0.72
H 8.985 -6.348 13.981 0.2 -0.3 0.0 0.44
H 7.387 -5.239 12.515 0.2 -0.1 -0.1 0.38
C 10.657 -15.880 12.441 0.0 0.3 -0.4 -0.83
C 9.284 -15.790 12.231 0.2 0.0 0.6 0.19
C 8.702 -16.363 11.122 -0.3 0.7 -0.7 -0.10
C 9.510 -16.904 10.120 -0.8 0.2 2.0 -0.30
C 10.858 -17.039 10.356 0.9 -0.4 -1.0 -0.40
C 11.445 -16.523 11.498 -0.3 0.3 0.2 -0.73
N 8.872 -17.414 8.925 1.3 -0.3 -0.2 1.16
O 9.608 -17.924 8.128 0.7 -0.5 -0.9 -0.61
O 7.689 -17.304 8.759 -1.7 0.4 0.3 -0.61
H 11.129 -15.375 13.274 -0.1 -0.1 0.1 0.49
H 8.674 -15.248 12.942 0.0 -0.2 0.0 0.35
H 7.634 -16.254 10.973 0.1 -0.2 -0.1 0.34
H 11.479 -17.529 9.614 -0.1 0.1 0.0 0.53
H 12.516 -16.551 11.637 0.0 -0.2 -0.1 0.41
```
Forces are in eV/Å.

=====

Entry 5:
Molecular formula: ClH4NSi
Method: DFT, the ωB97M-V functional and the def2-TZVPD basis

Summary:
HOMO-LUMO gap, eV: 10.4
SMILES: N=[SiH2].Cl
E_HOMO, hartree: -0.380

```
7
Properties=species:S:1:pos:R:3:forces:R:3:nbo_charge:R:1
N 1.199 0.965 0.286 -1.3 1.2 1.8 -1.28
Si 1.201 -0.389 -0.486 2.3 -0.9 -2.8 1.33
Cl -3.292 0.220 0.225 -1.1 0.2 -1.3 -0.25
H 0.446 1.010 0.963 0.0 0.6 0.5 0.35
H 2.290 -0.158 -1.504 -0.4 -0.8 0.1 -0.21
H 0.633 -1.736 -0.624 -0.5 -0.1 0.4 -0.19
H -2.477 0.088 1.140 1.1 -0.2 1.3 0.25
```
Forces are in eV/Å.

=====

Entry 6:
Molecular formula: C8H13N2
Method: DFT, the ωB97M-V functional and the def2-TZVPD basis

Summary:
HOMO-LUMO gap (spin up / spin down), eV: 6.7 / 6.7
Net charge: +1
E_HOMO (spin up / spin down), hartree: -0.460 / -0.460

```
23
Properties=species:S:1:pos:R:3:forces:R:3:nbo_charge:R:1
C 1.048 0.290 -1.724 -0.6 -0.7 -1.5 -0.10
C 1.327 1.600 -1.241 1.3 2.1 0.7 -0.30
C -0.401 0.366 -1.104 1.8 1.1 1.0 -0.42
C 1.300 -0.160 -2.882 0.2 -0.5 0.5 0.22
C -0.021 1.822 -1.068 -0.2 0.8 1.1 0.30
C 1.567 -1.733 1.447 -1.4 -4.0 0.4 -0.67
C -2.076 -0.830 1.651 -1.5 2.3 -1.4 -0.43
C 0.086 -1.785 1.809 1.0 2.9 -1.4 0.18
N -0.699 -0.894 1.358 1.8 0.1 0.4 -0.46
N -0.682 2.983 -0.892 -0.4 -1.5 -0.2 -0.74
H -0.323 -0.104 -0.100 0.5 0.2 0.3 0.33
H -1.221 -0.121 -1.486 -2.1 -0.4 -1.9 0.24
H 1.596 -0.603 -3.795 0.3 -0.4 -0.4 0.26
H 1.651 -2.373 0.542 0.2 -0.5 0.7 0.23
H 2.293 -2.059 2.209 -0.6 -0.1 -0.2 0.25
H 1.910 -0.887 1.033 0.7 3.9 -0.9 0.22
H -2.569 -0.467 0.664 0.2 -1.3 1.4 0.19
H -2.475 -1.737 2.072 -0.6 -0.3 0.1 0.20
H -2.329 0.091 2.263 0.6 -1.2 -0.1 0.23
H -0.328 -2.511 2.407 -0.5 -2.1 1.6 0.17
H 2.224 2.273 -1.280 -1.1 -1.0 -0.3 0.26
H -1.688 3.017 -0.778 0.4 0.0 -0.1 0.42
H -0.189 3.821 -1.106 0.1 0.6 0.0 0.42
```
Forces are in eV/Å.

=====

| no. | M (u) |
| --- | --- |
| 1 | 192.31 |
| 2 | 173.96 |
| 3 | 153.12 |
| 4 | 1145.17 |
| 5 | 81.58 |
| 6 | 137.21 |